17
Properties=species:S:1:pos:R:3 method="wB97M-V/def2-TZVPD" e_lumo_ev=0.93 e_above_lowest_ev=2.219 charge=0 fmax_ev_per_a=2.59 e_homo_ev=-9.2739 smiles="[H]/N=C/N1[C@H](C)[C@@H]1C"
C 1.30 -1.47 -0.55
C 0.82 -0.72 0.69
C 0.74 0.81 0.66
C 1.11 1.57 -0.59
C -1.35 -0.14 -0.32
H 0.91 -0.98 -1.54
H 0.98 -2.58 -0.49
H 2.39 -1.63 -0.56
H 1.05 -1.13 1.66
H 0.91 1.42 1.57
H 2.09 2.13 -0.51
H 1.20 0.92 -1.51
H 0.25 2.34 -0.72
H -1.01 -0.38 -1.36
H -3.15 -0.07 -0.87
N -0.46 -0.04 0.77
N -2.60 -0.01 -0.05

***

15
Properties=species:S:1:pos:R:3 method="wB97M-V/def2-TZVPD" e_lumo_ev=1.22 e_above_lowest_ev=4.247 charge=0 fmax_ev_per_a=4.48 e_homo_ev=-8.3933 smiles="C1=C[C@H]2[C@@H]3C[C@@]23C1"
C 0.94 -0.54 -0.12
C -0.06 -1.76 0.08
C 1.02 1.66 -0.46
C -1.18 0.25 0.80
C 0.64 0.40 -1.20
C -1.20 -1.34 0.65
C 0.17 0.72 0.30
H 1.87 -0.65 0.34
H 0.10 -2.78 -0.33
H 2.03 1.80 -0.15
H 0.70 2.65 -0.83
H -2.09 0.62 0.36
H -1.20 0.58 1.77
H 0.39 0.23 -2.28
H -2.12 -1.84 1.07

***

65
Properties=species:S:1:pos:R:3 method="wB97M-V/def2-TZVPD" e_lumo_ev="-2.37 / -3.86" charge=+1 spin_multiplicity=6 fmax_ev_per_a=2.60 e_homo_ev="-9.9277 / -11.3661"
Fe 0.03 -0.06 -2.12
H -3.33 -0.51 -2.49
H -3.33 0.25 -2.49
P 0.16 -2.39 -2.38
P 0.16 2.27 -2.32
C 0.38 3.24 -0.77
H 0.56 4.31 -0.97
H -0.53 3.13 -0.15
H 1.23 2.82 -0.21
C 1.57 2.87 -3.36
H 1.46 2.45 -4.37
H 1.60 3.97 -3.41
H 2.51 2.49 -2.93
C -1.28 3.11 -3.11
H -2.17 2.98 -2.47
H -1.09 4.19 -3.26
H -1.48 2.64 -4.09
C 1.67 -2.97 -3.27
H 1.68 -4.07 -3.38
H 1.68 -2.49 -4.27
H 2.56 -2.64 -2.72
C 0.19 -3.43 -0.85
H -0.76 -3.31 -0.31
H 0.36 -4.50 -1.07
H 1.00 -3.06 -0.19
C -1.20 -3.18 -3.35
H -1.29 -2.67 -4.32
H -1.00 -4.26 -3.52
H -2.15 -3.07 -2.81
H 0.21 -0.07 -3.86
H 1.59 -0.07 -1.81
C -0.73 3.71 4.25
C 0.53 3.12 4.12
C 0.76 2.16 3.13
C -0.28 1.79 2.26
C -1.53 2.39 2.39
C -1.76 3.34 3.39
Sb 0.03 0.38 0.65
C 1.95 -0.37 1.36
C 3.12 -0.38 0.59
C 4.31 -0.89 1.11
C 4.35 -1.38 2.42
C 3.20 -1.36 3.20
C 2.00 -0.87 2.67
C -1.65 -0.86 1.13
C -1.46 -2.00 1.92
C -2.55 -2.81 2.25
C -3.82 -2.49 1.79
C -4.01 -1.36 0.99
C -2.93 -0.54 0.66
H -0.90 4.45 5.02
H 1.34 3.41 4.79
H 1.75 1.74 3.03
H -2.34 2.13 1.71
H -2.74 3.80 3.48
H 3.14 0.00 -0.42
H 5.21 -0.90 0.51
H 5.28 -1.77 2.83
H 3.23 -1.74 4.22
H 1.12 -0.86 3.29
H -0.48 -2.26 2.29
H -2.40 -3.69 2.87
H -4.66 -3.12 2.04
H -5.00 -1.11 0.63
H -3.07 0.34 0.05

***

176
Properties=species:S:1:pos:R:3 method="wB97M-V/def2-TZVPD" e_lumo_ev=-2.91 charge=+1 fmax_ev_per_a=5.14 e_homo_ev=-9.2823
Pb -23.89 20.35 -15.78
C -22.37 17.53 -14.04
C -20.92 17.98 -14.01
C -20.11 16.84 -14.79
C -18.63 17.23 -15.01
C -18.62 18.50 -15.81
C -19.29 19.73 -15.15
N -20.68 19.25 -14.77
O -21.66 20.34 -14.43
C -19.44 20.73 -16.22
C -18.34 20.26 -13.99
C -20.45 18.15 -12.52
H -22.77 17.44 -15.05
H -22.99 18.30 -13.59
H -22.62 16.65 -13.44
H -20.51 16.58 -15.77
H -20.17 15.88 -14.30
H -18.20 16.35 -15.49
H -18.17 17.48 -14.06
H -19.02 18.39 -16.82
H -17.61 18.65 -16.19
H -19.89 21.63 -15.79
H -20.16 20.39 -16.97
H -18.51 21.05 -16.69
H -17.78 21.13 -14.32
H -17.67 19.50 -13.59
H -18.94 20.75 -13.22
H -20.67 19.12 -12.06
H -19.36 18.08 -12.47
H -20.78 17.34 -11.89
C -23.23 19.55 -8.76
C -22.37 20.47 -9.60
C -21.63 21.53 -8.71
C -22.60 22.34 -7.92
N -23.27 23.03 -7.26
H -24.10 19.23 -9.32
H -23.71 20.02 -7.90
H -22.57 18.78 -8.36
H -23.13 20.87 -10.26
H -21.72 19.98 -10.33
H -20.84 22.13 -9.15
H -21.08 21.09 -7.88
C -20.01 24.39 -17.60
C -20.50 25.17 -16.25
C -20.95 24.35 -15.11
C -22.07 23.57 -15.51
N -23.04 22.96 -15.79
H -19.26 25.01 -18.09
H -20.74 24.00 -18.30
H -19.40 23.52 -17.36
H -21.31 25.88 -16.46
H -19.67 25.84 -16.02
H -21.39 25.05 -14.40
H -20.11 23.82 -14.66
C -19.58 19.83 -20.26
C -20.71 20.31 -21.18
C -22.10 20.27 -20.69
C -22.31 20.53 -19.26
N -22.45 20.80 -18.16
H -18.62 20.07 -20.72
H -19.42 18.75 -20.20
H -19.52 20.31 -19.29
H -20.68 19.93 -22.20
H -20.58 21.39 -21.22
H -22.49 19.27 -20.90
H -22.80 20.81 -21.33
C -26.28 16.58 -11.15
C -25.94 15.72 -12.30
C -26.66 16.08 -13.60
C -26.08 17.36 -14.05
N -25.71 18.40 -14.48
H -27.22 17.11 -11.34
H -25.55 17.37 -11.00
H -26.26 15.99 -10.24
H -26.35 14.72 -12.16
H -24.87 15.66 -12.54
H -27.73 16.01 -13.40
H -26.48 15.38 -14.42
C -16.63 15.06 -11.33
C -17.61 14.51 -12.50
C -17.05 13.41 -13.41
C -17.93 13.12 -14.56
N -18.66 12.85 -15.42
H -17.11 15.89 -10.82
H -15.61 15.27 -11.66
H -16.67 14.28 -10.58
H -17.85 15.42 -13.05
H -18.52 14.06 -12.12
H -16.86 12.51 -12.83
H -16.04 13.72 -13.69
C -14.27 21.36 -15.47
C -14.25 21.24 -13.95
C -14.59 22.49 -13.11
C -15.92 23.10 -13.22
N -16.95 23.56 -13.26
H -15.25 21.70 -15.80
H -14.02 20.39 -15.91
H -13.45 22.00 -15.79
H -13.38 20.72 -13.55
H -15.11 20.58 -13.85
H -13.94 23.27 -13.51
H -14.34 22.18 -12.10
C -18.23 20.53 -9.27
C -17.19 21.20 -10.14
C -15.89 21.45 -9.52
C -14.95 20.27 -9.49
N -14.19 19.37 -9.53
H -18.27 21.08 -8.33
H -17.91 19.48 -9.26
H -19.17 20.53 -9.82
H -17.68 22.13 -10.44
H -17.16 20.74 -11.13
H -15.96 21.79 -8.49
H -15.29 22.12 -10.14
C -23.57 14.31 -18.65
C -22.77 15.30 -19.53
C -21.92 16.18 -18.69
C -22.67 17.14 -17.89
N -23.28 17.91 -17.29
H -24.21 13.64 -19.22
H -24.20 14.88 -17.95
H -22.94 13.78 -17.94
H -23.45 15.86 -20.17
H -22.26 14.74 -20.31
H -21.24 16.79 -19.29
H -21.30 15.59 -18.02
N -19.04 14.70 -7.64
C -19.22 15.01 -8.98
C -19.71 16.34 -9.05
C -20.13 16.66 -7.73
C -19.78 15.60 -6.90
H -18.54 13.91 -7.25
H -19.02 14.22 -9.69
H -20.03 16.89 -9.92
H -20.87 17.42 -7.57
H -20.13 15.42 -5.90
N -14.14 18.52 -18.81
C -14.26 19.89 -18.68
C -15.64 20.18 -18.68
C -16.28 18.98 -19.06
C -15.32 17.98 -19.10
H -13.26 18.05 -18.70
H -13.46 20.55 -18.35
H -15.99 21.15 -18.37
H -17.34 18.80 -19.17
H -15.46 16.91 -19.18
N -21.24 22.48 -12.14
C -22.41 23.04 -11.83
C -22.21 24.25 -11.39
C -20.84 24.56 -11.71
C -20.22 23.36 -12.06
H -21.27 21.56 -12.55
H -23.31 22.49 -12.08
H -22.90 25.02 -11.11
H -20.37 25.53 -11.62
H -19.23 23.14 -12.43
N -15.87 15.57 -16.54
C -14.57 15.43 -16.28
C -14.08 14.73 -17.27
C -15.11 14.18 -17.99
C -16.29 14.69 -17.49
H -16.54 16.07 -15.98
H -14.12 15.91 -15.42
H -13.06 14.45 -17.45
H -15.13 13.69 -18.95
H -17.34 14.54 -17.73
N -21.59 11.92 -14.99
C -22.55 11.11 -15.41
C -23.69 11.78 -15.33
C -23.44 13.05 -14.80
C -22.08 13.16 -14.64
H -20.62 11.70 -14.81
H -22.28 10.10 -15.71
H -24.69 11.43 -15.53
H -24.10 13.84 -14.47
H -21.43 13.99 -14.39

***

16
Properties=species:S:1:pos:R:3 method="wB97M-V/def2-TZVPD" e_lumo_ev=0.03 e_above_lowest_ev=1.092 charge=0 fmax_ev_per_a=1.98 e_homo_ev=-10.1045 smiles="C=O.O.O.O.O"
O -1.69 -2.44 -1.73
C -0.66 -1.98 -2.18
H 0.29 -2.34 -1.77
H -0.80 -1.22 -2.95
H 3.04 -1.87 -0.25
H 2.17 -0.78 -0.85
O 2.61 -1.62 -1.04
H -0.74 -1.28 4.04
H -1.96 -1.89 3.37
O -1.21 -2.10 3.94
H -1.37 1.15 3.50
H -0.54 0.25 2.47
O -0.57 0.66 3.31
H 0.06 5.02 -2.64
H 0.51 5.31 -4.04
O 0.86 5.11 -3.18

***

14
Properties=species:S:1:pos:R:3 method="wB97M-V/def2-TZVPD" e_lumo_ev=0.89 e_above_lowest_ev=2.542 charge=0 fmax_ev_per_a=2.10 e_homo_ev=-9.5358
C 1.57 -1.49 0.34
C 1.03 -0.08 0.28
O 0.79 0.45 -0.93
C -0.55 1.16 -0.90
C -1.37 0.43 0.10
N -2.59 0.74 -0.13
O -0.63 -0.21 0.99
H 1.43 -1.85 1.37
H 2.63 -1.62 0.09
H 0.98 -2.11 -0.34
H 1.44 0.61 1.03
H -0.98 1.09 -1.90
H -0.45 2.21 -0.58
H -3.29 0.66 0.59